[1]
Below is a molecular structure, C34H31N6OPtSi in a non-equilibrium geometry, with properties calculated with wB97M-V/def2-TZVPD.

spin multiplicity = 5
total charge = +3
max |F| = 1.39 eV/Å
orbital gap (spin up / spin down) = 6.71 / 2.64 eV
molar mass = 762.83 g/mol
HOMO energy (spin up / spin down) = -15.379 / -15.380 eV
total energy = -2125.753974 Eh

The geometry in XYZ format:
```
74
Properties=species:S:1:pos:R:3:forces:R:3
Pt 1.0429 -0.8583 0.1726 -0.1 -0.2 -0.2
C 4.5345 -1.2152 -2.6588 -0.2 0.1 0.2
C 3.3830 -1.5024 -1.9279 0.1 -0.1 -0.2
N 2.9979 -0.7054 -0.9401 -0.3 0.0 0.4
C 3.7300 0.3857 -0.6477 0.2 0.0 -0.3
C 4.8631 0.6635 -1.4094 -0.2 -0.1 0.1
N 5.2442 -0.1327 -2.3938 0.3 0.0 -0.2
C 3.2937 1.1469 0.5353 0.0 0.2 0.1
C 3.9298 2.2457 1.0838 -0.1 -0.2 -0.1
C 3.4765 2.7877 2.2945 0.0 0.0 0.0
C 2.4342 2.1093 2.9445 -0.1 -0.2 0.0
C 1.8092 1.0480 2.3202 0.1 0.3 -0.1
N 2.2095 0.6333 1.1142 -0.2 -0.1 0.0
C 0.7447 0.2134 2.9028 -0.2 -0.2 0.2
C -0.1153 0.5744 3.9371 0.3 -0.1 -0.2
N -0.9467 -0.3062 4.4700 -0.3 0.0 0.3
C -0.9527 -1.5493 4.0191 0.3 0.0 -0.2
C -0.1851 -1.9055 2.9110 0.0 -0.1 0.2
N 0.6346 -1.0183 2.3639 -0.1 0.2 -0.2
C 4.0798 4.0067 2.8745 0.1 0.0 0.0
C 5.2322 4.5720 2.3292 0.2 0.1 0.0
C 5.7493 5.7331 2.8937 -0.3 -0.4 -0.1
N 5.1805 6.3078 3.9374 0.4 0.8 0.4
C 4.0904 5.7950 4.4782 -0.1 -0.4 -0.3
C 3.4985 4.6437 3.9713 -0.1 0.1 0.1
H 4.8863 -1.8616 -3.4527 -0.1 0.0 0.0
H 2.7814 -2.3769 -2.1353 0.0 0.0 0.0
H 5.4869 1.5299 -1.2263 -0.1 0.0 0.1
H 4.7774 2.6673 0.5664 0.0 0.0 0.1
H 2.1290 2.3796 3.9440 0.0 0.1 0.0
H -0.1549 1.5853 4.3263 0.1 0.0 0.0
H -1.5801 -2.2660 4.5343 0.0 0.0 -0.1
H -0.2173 -2.8921 2.4688 0.0 0.0 0.0
H 5.7538 4.1334 1.4897 0.0 0.0 0.0
H 6.6397 6.2065 2.4986 0.0 0.0 0.0
H 3.6780 6.3124 5.3357 0.0 0.0 0.0
H 2.5933 4.2856 4.4417 0.0 0.0 0.0
C -5.0526 -1.6214 -0.6515 0.2 0.0 -0.4
C -3.7874 -1.5934 0.1609 -1.0 0.0 0.9
C -3.5075 -2.8784 0.9074 0.4 -0.1 -0.3
C -3.6194 -0.3429 0.9935 0.3 0.2 -0.2
Si -2.1341 -1.4968 -1.1531 0.4 1.1 -0.7
O -0.8802 -1.6464 -0.2064 0.7 0.1 0.0
C -2.3364 0.1344 -2.0825 0.0 -1.0 0.4
C -1.3070 1.0761 -1.9628 0.0 0.2 0.1
C -1.3754 2.2845 -2.6319 0.1 -0.1 0.0
C -2.4793 2.5734 -3.4273 0.1 0.1 0.0
C -3.5038 1.6471 -3.5618 -0.1 -0.2 -0.1
C -3.4346 0.4336 -2.8965 -0.1 0.1 -0.2
C -2.2063 -2.9645 -2.3740 -0.1 0.5 0.7
C -1.0779 -3.8326 -2.3815 0.1 -0.6 -0.4
C -1.0473 -4.9000 -3.2392 0.4 0.3 0.6
C -2.1262 -5.1085 -4.1256 0.0 -0.3 -0.3
C -3.2469 -4.2436 -4.1309 -0.4 0.5 0.2
C -3.2774 -3.1733 -3.2747 -0.2 -0.5 -0.7
H -5.8899 -1.6769 0.0574 0.0 0.0 0.1
H -5.1352 -2.5021 -1.2901 0.0 0.0 0.1
H -5.2041 -0.7137 -1.2350 0.0 0.0 0.1
H -4.2764 -2.9762 1.6840 -0.1 0.1 0.0
H -2.5373 -2.8699 1.4023 -0.1 0.0 0.0
H -3.5801 -3.7614 0.2689 0.0 0.0 0.0
H -4.3507 -0.3940 1.8093 0.0 -0.1 0.0
H -3.8212 0.5656 0.4273 0.0 0.0 0.0
H -2.6294 -0.2759 1.4476 0.0 0.0 0.0
H -0.4481 0.8672 -1.3412 0.1 0.0 0.1
H -0.5691 3.0000 -2.5362 0.0 0.0 0.0
H -2.5332 3.5221 -3.9449 0.0 0.0 0.0
H -4.3564 1.8690 -4.1895 0.0 0.0 0.0
H -4.2468 -0.2701 -3.0325 0.0 0.0 0.0
H -0.2628 -3.6696 -1.6901 0.0 0.1 0.0
H -0.2001 -5.5727 -3.2309 -0.1 -0.1 -0.1
H -2.0878 -5.9385 -4.8226 0.0 0.0 0.0
H -4.0719 -4.4147 -4.8102 0.1 -0.1 0.0
H -4.1323 -2.5115 -3.3023 0.1 0.0 0.0
```
Forces are in eV/Å.



[2]
Below is a molecular structure, C17H26BF16GaNO4 in a non-equilibrium geometry, with properties calculated with wB97M-V/def2-TZVPD.

spin multiplicity = 1
total charge = -1
max |F| = 2.56 eV/Å
orbital gap = 6.76 eV
molar mass = 692.90 g/mol
HOMO energy = -4.474 eV
total energy = -4566.595735 Eh

The geometry in XYZ format:
```
66
Properties=species:S:1:pos:R:3:forces:R:3
C -4.1532 0.0534 -0.1102 1.2 -0.8 -0.4
C -3.4457 -1.3479 0.2705 -1.0 1.2 -1.2
C -2.1378 -1.4338 -0.6125 0.3 -0.7 1.7
C -1.2340 -2.7143 -0.2909 -0.7 1.0 -1.2
O 0.0731 -2.3896 -0.7404 -0.5 -0.7 0.8
Ga 1.4237 -3.3808 0.1357 0.9 -0.1 -0.3
C 3.2192 -2.3917 -0.3404 0.0 2.6 -0.2
C 3.2606 -0.9759 0.3176 0.1 -1.1 -0.8
N 2.7573 0.1035 -0.2161 0.8 -1.0 1.2
B 1.2859 -3.4122 2.2202 -0.9 -0.4 1.5
C 2.0872 -2.4336 3.2528 0.2 -0.3 -0.2
O 0.4091 -4.4078 2.8364 0.4 1.3 -0.7
H -3.8611 0.2404 -1.1888 -0.7 0.0 1.1
H -5.2666 0.0267 0.0064 1.0 0.2 0.0
H -3.6482 0.8522 0.4937 -0.8 -0.5 -0.5
H -3.2669 -1.3067 1.3692 -0.1 -0.6 -1.0
H -4.1930 -2.1486 0.0054 0.9 0.5 0.4
H -2.4097 -1.4030 -1.7025 0.4 0.1 1.0
H -1.4816 -0.5594 -0.3105 -1.0 -1.1 -0.9
H -1.6548 -3.6048 -0.8633 0.4 0.7 0.7
H -1.3154 -2.9475 0.8092 0.2 0.2 -0.7
H 1.6024 -4.8899 -0.3988 -0.1 0.0 -0.2
H 4.1260 -2.9925 -0.0717 -0.8 0.5 -0.3
H 3.1336 -2.1847 -1.4533 0.3 -0.5 1.1
H 3.7609 -0.8871 1.3298 -0.5 -0.3 -0.9
H 2.9497 0.8573 0.4620 -0.3 -0.1 -0.5
H 1.6838 -1.3777 3.1685 0.6 -1.0 0.2
H 2.0554 -2.8075 4.3137 -0.1 0.5 -0.8
H 3.1682 -2.4248 2.9146 -1.1 0.2 0.4
H -0.3420 -3.9574 3.2584 0.5 -0.3 0.2
C -1.3137 1.7697 4.8676 -0.3 -0.8 0.2
C -0.5759 3.1304 4.8502 0.5 -0.8 -0.3
C -1.1360 4.2226 3.9263 -0.1 0.7 0.1
F -1.1683 3.8739 2.6359 0.0 -0.4 -0.1
F -0.3562 5.3333 4.0014 0.1 -0.1 0.3
F 0.7328 2.9126 4.6059 -0.1 0.2 -0.2
F -0.6463 3.6243 6.1235 -0.4 0.2 -0.1
O -0.8096 0.6908 4.0590 0.1 1.0 -0.7
C -1.1553 0.6189 2.6940 -0.6 0.0 1.4
C 0.0352 0.8488 1.7545 0.7 -0.4 -0.7
F 0.6681 2.0133 2.0040 -0.2 0.2 0.4
F -0.3746 0.8929 0.4687 -0.2 0.0 1.1
F -2.1947 1.4393 2.4548 0.1 0.3 -0.3
F -1.6201 -0.6290 2.4972 0.6 0.0 0.0
H -1.1934 1.3918 5.8855 0.2 0.1 -0.1
H -2.3921 1.8871 4.7413 0.1 0.2 -0.3
H -2.1469 4.5059 4.2332 0.0 -0.1 0.1
H 0.7676 0.0447 1.8553 -0.2 -0.1 0.1
C 2.3356 1.2282 -4.3758 0.6 -0.1 -0.3
C 1.4440 1.9207 -3.3188 -0.2 0.1 -0.6
C 0.5321 1.0180 -2.4771 0.1 -0.5 1.0
F -0.3428 0.3066 -3.2109 -0.1 0.1 -0.6
F -0.2097 1.7760 -1.6280 0.2 0.6 -0.8
F 0.7366 2.9085 -3.9235 -0.2 0.0 0.0
F 2.2907 2.5433 -2.4498 0.0 -0.3 0.0
O 1.8891 1.1865 -5.7507 -1.2 -0.3 0.3
C 0.9898 0.1888 -6.1662 1.7 0.3 1.1
C -0.3895 0.7473 -6.5482 -0.4 0.3 -0.3
F -0.9443 1.4751 -5.5663 0.2 0.0 0.2
F -1.2481 -0.2638 -6.8236 0.2 -0.2 -0.1
F 0.9357 -0.7809 -5.2458 -0.5 -0.1 -0.1
F 1.5403 -0.3752 -7.2658 -0.3 0.2 -0.3
H 3.2418 1.8358 -4.4299 -0.2 0.1 0.0
H 2.6792 0.2479 -4.0411 -0.4 0.0 0.1
H 1.1245 0.3252 -1.8711 0.2 0.1 0.0
H -0.3115 1.3864 -7.4307 0.2 -0.1 -0.1
```
Forces are in eV/Å.



[3]
Below is a molecular structure, CHO3Pd in a non-equilibrium geometry, with properties calculated with wB97M-V/def2-TZVPD.

ΔE to the lowest compared entry with this formula, charge and spin = 4.78 kcal per mole
spin multiplicity = 4
total charge = 0
max |F| = 12.62 eV/Å
orbital gap (spin up / spin down) = 6.92 / 8.88 eV
molar mass = 167.44 g/mol
HOMO energy (spin up / spin down) = -6.671 / -11.836 eV
total energy = -392.084973 Eh

The geometry in XYZ format:
```
6
Properties=species:S:1:pos:R:3:forces:R:3
H -0.3401 -1.5729 0.0594 0.0 0.1 0.0
O 0.3924 1.3417 0.0469 -4.1 4.6 -0.4
O -1.6570 0.3807 0.0039 1.9 0.2 -0.7
O 0.2552 -0.8131 -0.0424 -3.9 -2.7 -0.6
C -0.4439 0.3955 -0.0723 -6.4 -1.1 1.6
Pd 1.7934 0.2680 0.0044 12.6 -1.1 0.2
```
Forces are in eV/Å.



[4]
Below is a gas-phase ion, C3H5NO2P (charge -1) in a non-equilibrium geometry, with properties calculated with wB97M-V/def2-TZVPD.

ΔE to the lowest compared entry with this formula, charge and spin = 46.18 kcal per mole
spin multiplicity = 1
total charge = -1
max |F| = 5.66 eV/Å
orbital gap = 8.17 eV
molar mass = 118.05 g/mol
HOMO energy = -4.221 eV
total energy = -663.918075 Eh
SMILES string = C/C(=N\P)C(=O)[O-]

The geometry in XYZ format:
```
12
Properties=species:S:1:pos:R:3:forces:R:3
C 0.4566 -0.0290 0.0433 -1.8 5.3 0.1
C 1.9625 0.1682 -0.0349 0.1 -1.3 -0.3
C -0.1009 -1.3270 0.1703 -1.2 -5.5 0.1
N -0.2968 1.0874 0.0394 2.6 -2.7 -0.4
O 2.4017 -0.0355 -1.1828 0.0 0.3 -0.3
O 2.5527 0.3241 1.0371 0.2 0.4 0.5
P -1.9977 1.0513 0.0011 0.0 2.0 -0.4
H -0.2067 -1.9437 -0.7967 0.5 1.3 0.9
H -1.1593 -1.4004 0.5655 1.2 0.5 -0.1
H 0.5573 -2.0564 0.7842 -0.9 1.4 -0.7
H -2.1541 1.7914 -1.2927 0.0 -0.8 0.9
H -2.0156 2.3696 0.6662 -0.6 -0.9 -0.3
```
Forces are in eV/Å.



[5]
Below is a single C6H6O4S molecule in a non-equilibrium geometry, with properties calculated with wB97M-V/def2-TZVPD.

ΔE to the lowest compared entry with this formula, charge and spin = 77.20 kcal per mole
spin multiplicity = 1
total charge = 0
max |F| = 3.44 eV/Å
orbital gap = 7.69 eV
molar mass = 174.18 g/mol
HOMO energy = -8.667 eV
total energy = -931.243439 Eh
SMILES string = O[C@H]1C=CO[C@@]2(O)C(=S)[C@@]12O

The geometry in XYZ format:
```
17
Properties=species:S:1:pos:R:3:forces:R:3
C -0.9260 -0.6861 0.9485 0.7 -0.5 -1.0
C -0.6558 0.4962 1.4651 0.6 1.0 -0.8
C 1.9243 0.0424 -0.0876 -0.8 0.8 0.0
C -0.3394 -1.1373 -0.4038 -1.3 0.9 1.1
C 0.6822 -0.0834 -0.9467 -0.2 0.9 1.9
C 1.0088 1.2506 -0.1356 -0.2 -0.6 0.3
O 0.1823 1.4938 1.0128 0.1 -0.3 -0.4
O 0.2222 -2.4224 -0.3245 0.1 0.1 0.4
O 0.6193 0.1122 -2.2810 0.0 -2.6 -2.2
O 1.4995 2.4569 -0.7005 -0.4 -2.2 0.9
S 2.9837 -0.6944 0.8430 0.0 0.1 -0.3
H -1.6085 -1.2830 1.5639 0.2 -0.1 -0.8
H -1.2305 0.7957 2.2989 0.0 0.7 1.0
H -1.2186 -1.1858 -1.0925 0.9 0.1 0.1
H 0.5914 -2.4280 0.5730 0.3 -0.5 -0.4
H 0.5005 -0.8291 -2.6600 0.4 2.2 0.4
H 0.7798 2.9886 -1.0452 -0.4 -0.1 -0.1
```
Forces are in eV/Å.



[6]
Below is 3 unconnected molecules or ions with the total composition C3H14N2O in a non-equilibrium geometry, with properties calculated with wB97M-V/def2-TZVPD.

ΔE to the lowest compared entry with this formula, charge and spin = 51.14 kcal per mole
spin multiplicity = 1
total charge = +2
max |F| = 4.96 eV/Å
orbital gap = 11.64 eV
molar mass = 94.16 g/mol
HOMO energy = -19.928 eV
total energy = -306.762798 Eh

The geometry in XYZ format:
```
20
Properties=species:S:1:pos:R:3:forces:R:3
C -0.6064 -0.8898 -0.7364 -1.4 0.9 1.1
C 0.6069 -0.8411 0.2353 -0.5 -2.2 0.9
C 1.4461 0.1950 -0.3261 4.5 -1.4 1.6
N 3.2539 -0.0218 0.5829 -1.1 0.9 0.1
N -1.8326 -0.2682 -0.0091 0.4 -1.8 -0.1
H -0.6301 -0.3103 -1.6639 1.0 -0.3 0.0
H -0.8139 -1.9338 -0.9359 -0.3 0.0 -0.2
H 0.3492 -0.8043 1.3126 -0.5 1.3 -0.5
H 1.0477 -1.8658 0.3844 0.2 0.9 -1.4
H 1.2246 1.2210 -0.0748 0.2 0.3 -0.6
H 2.1243 -0.1709 -1.0972 -1.3 1.0 -1.1
H 3.6688 0.9121 0.6114 -0.2 0.0 0.2
H 3.9632 -0.5994 0.1314 -0.4 -0.3 -0.4
H 3.1479 -0.3653 1.5335 0.0 0.1 0.1
H -2.5849 -0.9313 -0.2270 -0.4 0.6 -0.1
H -1.6612 -0.4747 0.9766 -0.4 0.7 0.1
H -2.2046 0.7646 -0.1905 0.2 -1.0 0.4
H -3.8381 2.0302 -0.8823 0.0 0.0 0.0
H -3.4316 2.5041 0.5279 0.1 0.0 0.1
O -3.2292 1.8497 -0.1529 -0.3 0.4 -0.2
```
Forces are in eV/Å.



[7]
Below is 3 unconnected molecules or ions with the total composition C2H2N4 in a non-equilibrium geometry, with properties calculated with wB97M-V/def2-TZVPD.

ΔE to the lowest compared entry with this formula, charge and spin = 0.18 kcal per mole
spin multiplicity = 1
total charge = 0
max |F| = 1.92 eV/Å
orbital gap = 13.11 eV
molar mass = 82.07 g/mol
HOMO energy = -12.246 eV
total energy = -296.424590 Eh
SMILES string = C#N.C#N.N#N

The geometry in XYZ format:
```
8
Properties=species:S:1:pos:R:3:forces:R:3
C -2.0504 0.1376 -0.5537 -0.5 0.9 -0.2
N -2.5869 1.1400 -0.7535 0.5 -1.0 0.2
N 0.4771 2.3538 -0.3168 1.2 -1.1 0.9
N 1.1724 1.6899 0.2215 -1.2 1.2 -0.9
C 1.5451 -1.4657 0.5873 -1.0 -0.2 -0.3
N 0.4608 -1.6134 0.2244 1.2 0.1 0.4
H -1.5102 -0.7732 -0.3591 -0.1 0.2 0.0
H 2.5527 -1.3291 0.9256 -0.1 0.0 -0.1
```
Forces are in eV/Å.



[8]
Below is a molecular structure, C36H29IN8PPt in a non-equilibrium geometry, with properties calculated with wB97M-V/def2-TZVPD.

ΔE to the lowest compared entry with this formula, charge and spin = 51.72 kcal per mole
spin multiplicity = 1
total charge = +3
max |F| = 2.25 eV/Å
orbital gap = 4.98 eV
molar mass = 926.64 g/mol
HOMO energy = -15.687 eV
total energy = -2584.739504 Eh

The geometry in XYZ format:
```
76
Properties=species:S:1:pos:R:3:forces:R:3
Pt -0.2107 0.2027 0.2673 2.2 0.0 0.6
C -0.3372 -0.2531 4.7011 0.2 0.0 -0.2
C -0.7211 -0.0075 3.3874 -0.1 0.2 0.2
N 0.1794 -0.0050 2.4109 -0.9 -0.3 -1.2
C 1.4710 -0.2281 2.7102 0.1 0.0 0.2
C 1.8224 -0.4975 4.0312 -0.1 0.1 -0.2
N 0.9262 -0.5088 5.0026 0.0 -0.1 0.3
C 2.4169 -0.1766 1.5885 0.1 -0.1 0.0
C 3.7913 -0.1984 1.7136 -0.1 -0.1 0.0
C 4.6132 -0.1529 0.5807 0.0 0.0 0.0
C 3.9567 -0.0942 -0.6578 -0.1 -0.1 0.0
C 2.5794 -0.0773 -0.7221 0.2 -0.1 -0.1
N 1.8286 -0.1028 0.3872 -0.7 0.5 0.0
C 1.8208 0.0205 -1.9792 0.1 0.1 -0.1
C 2.3438 -0.2780 -3.2365 0.0 0.2 0.2
N 1.6410 -0.1002 -4.3422 0.0 0.0 -0.2
C 0.4195 0.4014 -4.2334 0.1 0.0 0.1
C -0.1441 0.6543 -2.9887 0.0 0.2 -0.1
N 0.5480 0.4396 -1.8745 -0.8 -0.7 0.8
C 6.0873 -0.1570 0.6816 0.0 0.0 0.0
C 6.7269 -0.1166 1.9196 0.1 0.0 0.1
C 8.1155 -0.1013 1.9639 -0.3 0.0 -0.2
N 8.8595 -0.1226 0.8691 0.5 0.0 0.0
C 8.2708 -0.1703 -0.3158 -0.3 0.0 0.1
C 6.8891 -0.1911 -0.4585 0.1 0.0 -0.1
H -1.0548 -0.2517 5.5114 0.0 0.0 0.0
H -1.7463 0.2069 3.1279 0.1 0.1 0.0
H 2.8452 -0.7139 4.3123 0.0 0.0 0.0
H 4.2187 -0.2383 2.7023 0.0 0.0 0.0
H 4.5110 -0.0325 -1.5809 0.1 0.0 0.0
H 3.3437 -0.6792 -3.3482 0.0 0.0 0.0
H -0.1255 0.5910 -5.1498 0.0 0.0 0.0
H -1.1393 1.0611 -2.8815 0.0 -0.1 0.0
H 6.1882 -0.0937 2.8560 0.0 0.0 0.0
H 8.6412 -0.0699 2.9099 0.0 0.0 0.0
H 8.9180 -0.1926 -1.1835 0.0 0.0 0.0
H 6.4819 -0.2462 -1.4579 0.0 0.0 0.0
N -2.6431 1.6892 -1.0175 -0.2 -0.5 -0.1
P -2.4830 0.1934 -0.2369 0.2 0.7 -0.2
C -4.0195 -0.1064 0.6584 0.3 -0.2 0.1
C -5.2312 0.1515 0.0093 0.0 0.0 0.1
C -6.4216 -0.1370 0.6537 0.0 0.0 -0.1
C -6.4071 -0.7061 1.9230 0.0 0.0 0.0
C -5.2037 -0.9897 2.5529 0.0 0.0 0.1
C -4.0041 -0.6926 1.9222 -0.1 0.0 -0.1
C -2.6755 -1.1377 -1.4852 -0.2 -0.3 0.1
C -3.1527 -0.9774 -2.7482 0.1 0.2 0.1
C -3.4847 -2.1060 -3.5310 0.1 -0.2 0.2
C -3.3786 -3.4134 -3.0415 -0.2 -0.1 -0.3
C -2.8896 -3.6189 -1.7886 0.1 0.2 0.3
C -2.4144 -2.5116 -0.9409 -0.3 0.2 -0.3
C -1.8421 2.7965 -0.6299 0.3 0.4 0.3
C -2.2149 4.0932 -0.9666 -0.2 -0.2 -0.1
C -1.4146 5.1373 -0.5461 0.0 0.0 0.0
C -0.2729 4.8680 0.2023 0.0 0.0 0.0
C 0.0229 3.5526 0.4835 -0.1 0.1 -0.1
N -0.7430 2.5347 0.0660 -0.2 0.6 -0.1
H -3.5629 1.9623 -1.3398 0.0 0.0 0.0
H -5.2564 0.5756 -0.9886 0.0 0.0 0.0
H -7.3620 0.0750 0.1632 0.0 0.0 0.0
H -7.3406 -0.9331 2.4198 0.0 0.0 0.0
H -5.1990 -1.4419 3.5354 0.0 0.0 0.0
H -3.0630 -0.9174 2.4075 -0.1 -0.1 -0.1
H -3.3232 0.0137 -3.1511 0.0 0.0 -0.1
H -3.8663 -1.9523 -4.5345 0.0 0.0 0.0
H -3.6950 -4.2442 -3.6581 0.0 0.0 0.0
H -2.8002 -4.6206 -1.3804 0.1 0.0 0.0
H -2.9242 -2.5929 0.0309 0.0 0.0 0.0
H -3.1180 4.2711 -1.5370 0.0 0.1 0.0
H -1.6846 6.1554 -0.7923 0.0 0.0 0.0
H 0.3663 5.6623 0.5592 0.0 0.0 0.0
H 0.8988 3.2871 1.0633 0.0 0.0 0.0
I -0.4690 -3.7872 1.1295 -0.1 0.1 -0.3
C -0.8819 -2.7135 -0.6740 0.3 0.0 0.2
H -0.4356 -1.7052 -0.5256 -0.1 -1.0 -0.1
H -0.3861 -3.2338 -1.4905 -0.1 0.0 0.0
```
Forces are in eV/Å.